The following is a quantum chemistry calculation of C5H11N as an isolated structure, from the Open Molecules 2025 dataset.

Atoms and positions in Å:
N 1.108 1.029 1.401
C -1.241 1.496 -0.463
C -1.058 -0.776 -1.197
C 1.116 -1.639 0.233
C 0.328 0.826 0.147
C -0.207 -0.803 -0.018
H -1.346 2.457 -0.965
H -0.465 -1.303 -2.121
H -2.087 -1.224 -1.026
H -2.021 1.333 0.448
H -1.024 0.635 -1.343
H 0.862 -2.675 0.035
H -0.558 -0.894 0.979
H 1.922 -1.354 -0.419
H 0.796 1.869 1.938
H 1.523 -1.489 1.370
H 1.013 0.824 -0.914

calculated total energy = -251.53007 a.u.
LUMO energy = -1.7 eV
E_HOMO = -7.043 eV
energy relative to the best compared isomer or geometry (same formula, charge and spin) = 9.0467 eV

=====

The following is a quantum chemistry calculation of a 3-piece molecular cluster, C4H13NO3 overall, from the Open Molecules 2025 dataset.

Atoms and positions in Å:
O 0.331 -2.839 0.226
O 0.064 -0.516 -1.969
O 1.405 -2.770 -2.218
N -0.725 0.446 2.674
C 0.032 0.679 -1.856
C -0.566 1.621 1.835
C -0.736 1.380 -0.772
C 0.187 1.379 0.480
H 0.166 -0.032 2.765
H -1.670 0.860 -0.534
H -1.541 2.026 1.560
H 0.476 1.379 -2.594
H -1.302 -0.243 2.202
H -1.042 2.399 -0.980
H 0.799 0.484 0.513
H 0.071 -2.810 -0.710
H 0.753 2.313 0.421
H 0.000 2.380 2.372
H 2.073 -2.945 -1.550
H 1.595 -1.893 -2.559
H -0.371 -3.297 0.694

calculated total energy = -440.64732 a.u.
LUMO energy = 0.8 eV
E_HOMO = -9.302 eV
SMILES = NCCCC=O.O.O
energy relative to the best compared isomer or geometry (same formula, charge and spin) = 1.8470 eV

=====

no.,frontier orbital gap (eV)
1,5.3488
2,10.1228